The following is a quantum chemistry calculation of a molecular structure, C6H8N2O at a distorted geometry, from the OMol25 dataset.

Structure (XYZ):
```
17
Properties=species:S:1:pos:R:3:forces:R:3:mulliken_charge:R:1
O -1.6836 -2.3210 0.6400 0.5 1.1 -0.5 -0.633
N -1.0402 -0.5314 -0.7247 -0.2 0.9 0.1 -0.309
N 2.0419 -1.0634 -0.8868 0.3 -0.7 -0.8 -0.637
C 1.6247 1.0301 0.4874 -2.4 0.5 -1.8 -1.115
C -0.8842 -1.5046 0.1660 -1.2 -1.4 0.9 0.455
C 0.5843 -1.5957 0.5392 -0.3 1.6 1.4 0.181
C 1.3730 -2.1739 -0.4832 2.5 -3.1 -1.6 -0.298
C -2.0528 0.5216 -0.6130 -0.3 -0.1 -0.3 -0.693
C 1.4122 -0.3431 0.0256 -2.0 -0.8 0.9 0.579
H -2.0257 0.9351 -1.6323 -0.9 -0.1 0.2 0.301
H 1.9594 1.6419 -0.3323 1.0 0.1 -0.2 0.352
H 0.6806 1.5525 0.7451 0.3 -0.7 0.3 0.247
H 2.2419 0.9737 1.3145 1.5 0.4 1.7 0.341
H -1.5065 1.3548 -0.0753 -1.2 -0.7 0.3 0.218
H -3.1867 0.2315 -0.2361 3.2 0.7 -0.7 0.273
H 0.6729 -1.9841 1.5525 0.1 0.1 0.0 0.403
H 1.6277 -3.2912 -0.7166 -0.7 2.4 0.0 0.336
```
Positions in Å, forces in eV/Å.

HOMO level (alpha / beta): -7.94 / -9.48 eV
gap between HOMO and LUMO (alpha / beta): 0.23804 / 0.32798 hartree
calculated total energy: -11373.9798 eV
maximum force: 4.26 eV/A
lowest unoccupied orbital energy (alpha / beta): -0.054 / -0.020 Ha
energy above the lowest of the compared OMol25 structures with the same formula, charge and spin: 123.8 kcal per mole

---

The following is a quantum chemistry calculation of 3 unconnected molecules or ions with the total composition C3H8N2O2 at a distorted geometry, from the OMol25 dataset.

Structure (XYZ):
```
15
Properties=species:S:1:pos:R:3:forces:R:3:mulliken_charge:R:1
O 1.9072 0.2826 -1.0225 0.4 0.2 0.3 -0.709
O 2.0212 -0.0989 1.8434 -0.3 0.2 -1.0 -0.650
N -0.8604 0.1059 0.7414 1.3 0.5 -0.3 -0.085
N -1.7883 -1.3429 -0.6628 0.7 -0.6 1.1 -0.552
C -1.3760 0.8648 -0.2874 -1.8 -1.3 -0.2 -0.300
C -1.0510 -1.2024 0.4389 -0.1 0.3 -1.2 -0.212
C -2.0244 -0.0769 -1.0711 0.1 1.5 -0.3 -0.205
H 1.2520 -0.3986 -1.1132 -0.6 -0.7 -0.1 0.299
H -1.5880 1.9191 -0.2394 0.5 0.1 0.0 0.352
H 0.0169 0.3731 1.1693 -0.2 0.1 0.8 0.261
H 1.8263 0.7707 -1.8386 0.1 0.4 -0.3 0.332
H -0.4558 -1.9417 0.9482 -0.4 -0.3 0.1 0.383
H -2.6498 0.1595 -1.9187 0.0 -0.2 0.0 0.400
H 2.0429 0.1096 0.8880 -0.1 -0.3 0.1 0.352
H 2.7271 0.4761 2.1244 0.4 0.2 0.7 0.335
```
Positions in Å, forces in eV/Å.

HOMO level: -8.91 eV
gap between HOMO and LUMO: 0.34770 hartree
calculated total energy: -10315.7400 eV
maximum force: 2.19 eV/A
lowest unoccupied orbital energy: 0.020 Ha
SMILES string: c1c[nH]cn1.O.O
energy above the lowest of the compared OMol25 structures with the same formula, charge and spin: 28.0 kcal per mole

---

The following is a quantum chemistry calculation of a molecular structure, C5H9NOS at a distorted geometry, from the OMol25 dataset.

Structure (XYZ):
```
17
Properties=species:S:1:pos:R:3:forces:R:3:mulliken_charge:R:1
S 2.6968 -0.1495 0.1591 -0.9 3.8 0.5 -0.257
O -0.1489 1.9836 -0.0073 3.2 2.3 -5.8 -0.475
N -1.4964 -0.0820 0.7228 0.5 -3.3 0.0 -0.531
C -0.1133 -0.1793 1.3574 -0.2 0.8 2.4 -0.511
C -1.0538 -0.2814 -0.6554 -0.6 1.5 -1.1 -0.517
C 0.1072 0.7675 -0.7599 -2.1 -1.5 2.4 -0.258
C 0.8793 -0.2323 0.1037 -1.0 -2.3 -0.2 0.340
C 0.1345 -1.4697 -0.6901 -4.6 -0.7 0.5 -0.428
H 2.7412 1.8190 0.2553 -0.1 -4.0 -0.1 0.115
H -2.0276 -0.1383 -1.2301 1.7 -0.7 -0.3 0.417
H -0.6185 -2.2730 0.1401 3.3 1.6 -2.6 0.137
H 0.3841 0.7666 -1.7819 0.8 0.9 -0.9 0.438
H 0.1120 0.7934 1.9050 -0.4 -1.3 -0.6 0.244
H 0.3763 2.6306 -0.7439 -2.3 -1.8 3.6 0.410
H 0.3116 -1.9480 -1.8273 0.1 1.5 3.5 0.284
H -2.0548 -1.0261 0.8886 1.5 2.4 0.2 0.286
H -0.2297 -0.9812 2.1640 1.2 0.7 -1.4 0.304
```
Positions in Å, forces in eV/Å.

HOMO level: -8.82 eV
gap between HOMO and LUMO: 0.29156 hartree
calculated total energy: -19696.5993 eV
maximum force: 7.02 eV/A
lowest unoccupied orbital energy: -0.032 Ha
energy above the lowest of the compared OMol25 structures with the same formula, charge and spin: 177.7 kcal per mole

---

The following is a quantum chemistry calculation of 12 unconnected molecules or ions with the total composition C26H81N5O12 at a distorted geometry, from the OMol25 dataset.

Structure (XYZ):
```
124
Properties=species:S:1:pos:R:3:forces:R:3:mulliken_charge:R:1
O -2.0815 -0.4581 -3.2391 -0.3 -0.4 -0.7 -0.259
O 0.9754 5.2996 -0.8282 -0.9 0.4 -0.3 -0.418
O 0.4902 -1.9363 -3.8468 0.3 -0.2 -0.2 -0.658
O 1.5488 -1.1244 0.2396 -0.5 1.4 0.9 0.401
O 2.4942 -2.2372 -1.9519 0.4 -1.0 0.8 -0.642
O 0.6011 -1.5047 3.8881 0.4 -0.1 -0.1 -0.455
O -0.4207 -4.9493 1.0591 0.7 -0.7 1.4 -0.258
O -2.1779 -0.9268 4.7226 1.5 2.1 1.8 -0.600
O 1.2386 3.0817 3.9035 -0.3 1.3 -0.4 -0.387
O 2.8937 -2.2608 2.4377 0.9 -0.4 0.4 -0.768
O -5.3602 -3.0972 1.2129 -1.2 -0.3 0.5 -0.627
O 6.4309 0.1842 -1.1721 -0.6 1.0 1.1 -0.406
N -2.0534 6.3473 -2.7405 -0.4 0.2 0.3 -0.738
N -3.6661 -5.1156 -0.6293 -0.1 1.1 -1.0 -0.724
N 3.5948 0.3027 4.1867 -0.2 0.7 0.5 -0.777
N 3.2393 0.2243 -3.1576 -1.4 -0.9 0.7 -0.621
N -2.6582 3.2351 -3.3507 -0.5 -1.1 0.5 -0.599
C 4.6452 0.0784 -2.8100 1.3 1.4 -0.7 0.274
C 3.3708 1.6427 2.1683 1.1 1.6 -0.2 -1.274
C -2.8640 -1.7851 3.9398 -1.8 -1.9 -1.5 0.256
C -0.5528 2.0258 -3.2046 -0.2 -1.3 -0.6 -0.800
C 5.3386 1.0282 -3.7801 2.1 0.5 0.2 -1.681
C -2.6691 -3.2211 4.4091 -0.5 0.9 -0.2 -0.978
C -3.1202 -6.4825 1.2136 -0.3 -0.3 1.4 -1.762
C -0.4301 5.5713 -1.0695 1.2 -0.4 -0.9 -0.480
C -0.8266 -1.0520 0.1347 -0.4 -0.2 -0.1 0.243
C -1.9987 1.9155 -3.6093 -1.2 1.3 0.4 0.227
C -2.7508 -1.6243 -2.8099 0.3 -0.7 0.4 -0.413
C -0.6391 6.0964 -2.5174 0.0 0.8 0.6 0.749
C -0.1493 3.3492 3.8646 0.3 0.4 0.5 -0.748
C 5.0180 0.3284 -1.2974 -0.4 -0.1 -1.2 -0.131
C -4.9959 -1.8668 0.6558 0.7 1.8 1.2 0.976
C 0.1298 7.4035 -2.7599 -0.3 -0.8 0.2 -1.617
C -2.7307 -5.2172 0.4726 1.2 -2.4 0.6 1.885
C 0.4506 -0.3151 -0.1688 0.0 -0.1 -0.3 -0.586
C -5.7481 -0.6209 1.3079 -0.3 -1.0 -0.5 -1.290
C -2.7669 0.7419 -2.9057 1.6 0.6 -0.5 -0.852
C -1.2563 -5.3488 0.0267 -0.5 1.9 -1.2 -0.925
C 1.6409 1.7514 3.9622 -1.5 -0.8 -0.1 -0.259
C 0.9845 -4.9900 0.8263 0.4 0.4 0.2 -0.714
C 6.9542 0.6837 0.0895 0.2 -0.6 -0.6 -0.785
C 3.1062 1.5994 3.6756 -0.2 -1.0 -0.7 0.438
C 1.2297 4.3289 0.1721 0.0 0.3 -0.2 -0.378
H -0.4503 1.8673 -2.1310 0.2 0.2 0.0 -0.159
H -3.2998 -7.3139 0.5320 0.1 0.1 -0.2 0.432
H 0.0767 -2.6733 -4.2965 0.0 -0.2 -0.2 0.286
H -0.6668 3.0514 4.7766 0.0 -0.6 0.2 0.334
H 0.4214 0.6770 0.2818 0.5 0.0 0.7 0.005
H -0.0600 2.9401 -3.5353 -0.2 0.0 0.1 0.544
H -1.6125 -3.3448 4.6463 -0.1 -0.5 -0.2 0.271
H -2.6818 -1.7554 -1.7300 -0.1 0.2 0.2 -0.162
H 1.4705 -5.9617 0.7383 -0.7 -0.6 -0.4 0.333
H 0.8133 -2.0271 4.6617 0.0 -0.1 0.3 0.213
H -3.2965 -3.3456 5.2917 0.3 -0.3 0.1 0.357
H -0.4215 5.3559 -3.2871 0.8 -0.3 0.3 -0.033
H -3.9270 -1.5520 4.0018 -0.3 -0.1 -0.2 0.501
H -2.3113 7.1612 -2.2009 -0.2 0.3 0.0 0.287
H 1.0600 1.1354 3.2758 -0.1 -0.1 -0.6 0.008
H 4.4094 1.4066 1.9364 0.0 -0.9 0.2 0.199
H -0.0957 8.1091 -1.9604 0.0 0.0 0.2 0.343
H -1.0621 4.6859 -0.9999 0.2 -0.5 0.3 0.350
H -3.9547 -1.7241 0.9449 0.4 0.2 -0.5 -0.549
H -0.1395 1.1798 -3.7538 0.9 0.0 0.4 0.216
H 2.6899 1.1355 1.4848 -0.1 -0.4 0.5 0.229
H 6.8834 1.7574 0.2633 -0.2 0.3 -0.7 0.325
H 0.5121 -0.0698 -1.2291 0.2 -0.3 -0.3 -0.052
H -5.1747 0.0010 1.9954 0.6 -0.3 -0.2 0.269
H 1.2778 -4.3811 -0.0289 -0.1 0.1 -0.2 0.215
H -2.6867 0.7887 -1.8196 -0.6 0.6 0.2 0.217
H -4.8973 -3.8127 0.7707 0.2 0.2 -0.3 0.243
H 2.2483 4.4536 0.5397 0.1 0.0 -0.3 0.225
H 6.4175 0.8816 -3.8298 0.2 -0.1 0.3 0.383
H -2.5880 -1.6606 2.8927 0.2 -0.2 -0.3 -0.290
H 1.1969 7.1839 -2.7265 0.0 0.3 -0.3 0.335
H 2.9232 1.1807 -3.2312 0.4 0.5 0.8 0.267
H -2.2336 -2.4841 -3.2358 0.0 0.0 -0.1 0.224
H 8.0092 0.4113 0.0584 -0.1 0.0 0.1 0.297
H 4.6327 1.3053 -1.0051 0.4 0.5 0.0 0.274
H -0.2411 -1.3888 -3.5610 -0.4 0.6 0.2 0.380
H 1.5158 -4.5844 1.6872 -0.5 0.4 0.1 0.242
H -1.7375 -0.4657 0.0137 0.0 0.4 0.1 0.360
H -4.5517 -5.5548 -0.4223 -0.1 0.0 0.4 0.262
H -2.1728 3.9417 -3.8847 0.2 0.1 -0.1 0.273
H -2.7078 -4.3572 1.1418 -0.4 0.2 -0.1 -0.561
H -0.2356 7.8627 -3.6785 0.4 -0.1 -0.2 0.468
H -2.7089 -0.1322 4.8134 0.4 0.2 0.2 0.319
H -0.7806 6.2865 -0.3254 -0.1 0.3 0.0 0.275
H -3.0559 -3.8593 3.6146 0.4 -0.4 0.1 0.159
H 2.9649 -1.4417 -2.2009 0.0 0.7 -0.4 0.246
H 5.0812 -0.8932 -3.0426 -0.8 -0.5 0.0 0.379
H 4.4910 -0.3624 -0.6392 0.0 -0.4 0.0 0.093
H -0.9424 -1.8768 -0.5685 0.2 -0.3 0.2 -0.258
H 2.7750 -1.8483 1.5821 -0.4 0.2 -0.3 0.361
H 1.8777 -1.5926 -0.5312 0.2 -0.5 -0.9 0.125
H 6.5001 0.2598 0.9852 -0.2 -0.6 -0.2 0.302
H -6.1229 0.0410 0.5273 0.0 0.0 0.0 0.350
H -2.4434 -6.8445 1.9876 0.4 0.3 -0.1 0.402
H 1.8134 -2.3316 -2.6181 -0.5 0.1 -0.5 0.385
H 1.1225 3.3457 -0.2860 -0.1 -0.3 0.4 0.078
H -4.0410 -6.3043 1.7690 -0.4 -0.1 -0.1 0.423
H -2.1614 1.8069 -4.6816 0.7 -0.8 -0.2 0.362
H -0.2810 -1.1736 4.0567 -0.6 0.3 0.2 0.161
H 3.0718 0.1520 5.0375 0.3 -0.2 0.6 0.332
H -6.6057 -0.9205 1.9104 -0.1 -0.4 -0.2 0.350
H -0.7713 -1.4265 1.1568 -0.1 -0.1 0.0 -0.113
H -0.6687 2.9463 2.9951 0.1 -0.3 -0.2 0.249
H 5.2453 2.0763 -3.4956 -0.4 0.1 0.0 0.391
H 2.0478 -2.1573 2.8735 -0.5 0.2 -0.1 0.347
H -3.7823 0.7161 -3.3011 -0.3 0.0 0.3 0.444
H -0.9677 -6.2772 -0.4660 -0.2 -0.5 0.3 0.364
H -5.0642 -1.8291 -0.4314 -0.2 -0.1 0.0 0.265
H 5.0616 0.9182 -4.8285 -0.6 -0.2 0.1 0.454
H -3.3534 -5.6430 -1.4319 0.4 0.1 -0.2 0.267
H 0.5899 4.4671 1.0437 -0.3 -0.2 0.0 0.316
H 3.0534 -0.0472 -4.1125 0.3 -0.8 -0.1 0.203
H 3.5620 2.4394 4.1996 0.6 -0.1 -0.1 0.319
H 3.2686 -0.4614 3.6124 0.1 -0.1 -0.7 0.264
H 3.4275 2.6763 1.8269 -0.7 0.4 0.1 0.419
H -2.5559 5.5843 -2.3098 -0.4 -0.3 -0.1 0.223
H -1.1651 -4.5505 -0.7099 0.1 0.0 -0.9 0.168
H -0.2936 4.4295 3.8736 0.3 0.1 -0.3 0.275
H 1.3428 1.3202 4.9179 0.3 0.0 0.7 0.393
H -3.8026 -1.7224 -3.0788 -0.1 0.5 -0.3 0.462
H -3.5395 3.1286 -3.8324 -0.6 0.5 0.2 0.244
```
Positions in Å, forces in eV/Å.

HOMO level: -8.70 eV
gap between HOMO and LUMO: 0.33009 hartree
calculated total energy: -60291.7403 eV
maximum force: 3.15 eV/A
lowest unoccupied orbital energy: 0.010 Ha
SMILES string: COC[C@H](C)N.COC[C@H](C)N.COC[C@H](C)N.COC[C@H](C)N.COC[C@H](C)N.CCO.CCO.CCO.O.O.O.O
energy above the lowest of the compared OMol25 structures with the same formula, charge and spin: 2.4 kcal per mole

---

The following is a quantum chemistry calculation of a molecular structure, C11H23AlBClMg2N4O10P at a distorted geometry, from the OMol25 dataset.

Structure (XYZ):
```
54
Properties=species:S:1:pos:R:3:forces:R:3:mulliken_charge:R:1
Cl -2.2206 4.1023 1.5838 -0.9 -0.5 -0.5 -0.396
P 0.5401 -2.1021 -2.3981 -0.1 0.4 0.1 0.800
Al -3.6482 1.6951 -0.2787 0.9 0.7 0.5 0.466
Mg -6.1510 0.1962 -1.5611 0.6 0.1 -0.4 0.564
Mg 5.7468 3.3353 0.7249 0.8 2.2 0.1 0.428
O -0.3781 -1.4283 -1.3654 0.0 0.0 -0.6 -0.371
O 3.9650 0.3395 1.5687 0.6 0.5 0.4 -0.466
O 1.8169 -0.3342 1.1659 2.5 0.7 0.0 -0.541
O 0.2073 2.4803 -0.3749 -0.8 -3.8 -4.0 -0.299
O -5.0520 -0.0668 -3.4453 0.1 0.0 0.6 -0.395
O 1.0313 -3.4499 -1.8449 0.0 0.6 -0.7 -0.478
O -0.2409 -2.3366 -3.7017 0.0 -0.2 0.8 -0.497
O -6.2275 -1.9561 4.9161 1.3 0.4 0.0 -0.344
O 1.7212 -2.3387 -8.8651 0.0 0.0 -0.2 -0.676
O 1.7477 -1.1935 -2.6811 -0.4 -0.8 0.2 -0.486
N 0.3337 -1.9973 -7.1231 -1.5 0.2 0.1 -0.321
N 2.5750 -1.9978 -6.8082 1.4 0.1 0.6 -0.325
N -1.5293 1.6498 4.4202 -0.1 -0.1 0.1 0.150
N 0.0045 1.3834 -2.9004 1.7 2.1 11.4 -0.452
C 5.0705 0.7351 0.7581 -0.1 -2.2 0.6 0.319
C 0.1903 1.6482 -1.6235 -2.0 1.6 -7.1 0.418
C 1.5540 -2.1249 -7.6748 0.0 -0.1 -0.7 0.578
C -1.1790 2.0669 5.6779 -0.1 0.1 -0.5 -0.338
C -1.2406 0.9789 6.5197 -0.1 -0.5 0.2 -0.621
C 2.9262 -0.0269 0.7620 -3.2 -0.6 -0.3 0.461
C 3.3363 0.0501 -0.6775 0.5 -0.3 0.1 0.298
C -5.0920 -1.5442 5.4596 -1.3 0.2 2.1 -0.195
C -1.8048 0.3074 4.4480 -0.3 0.6 -0.8 -0.500
C -1.6363 -0.1348 5.7411 0.1 -0.1 0.9 -0.360
C 4.8405 0.0765 -0.5770 0.5 0.1 -0.8 -0.781
B -0.7747 1.9347 0.6060 3.8 1.3 0.4 0.619
H 0.1760 -1.8211 -6.1453 0.0 -0.1 0.1 0.209
H 6.0045 0.4036 1.2210 -0.1 0.3 0.2 0.723
H -0.7067 2.5834 1.6057 0.7 0.0 0.6 -0.240
H 3.5107 -2.0871 -7.1826 -0.4 0.0 0.2 0.187
H -0.9181 3.0998 5.8660 0.0 -0.2 0.0 0.405
H -4.9728 0.0480 -4.4042 -0.3 0.1 0.0 0.296
H 2.9867 -0.8224 -1.2342 -0.3 0.5 0.0 0.047
H -4.1818 -0.3975 -3.1763 0.2 -0.2 -0.2 0.379
H -0.4624 -2.0862 -7.7408 0.4 0.0 0.2 0.180
H -1.8930 1.9873 0.2312 -3.0 -0.7 -1.7 -0.039
H -2.0977 -0.2166 3.5480 0.2 0.0 0.1 0.487
H -4.2817 -1.2460 4.7728 0.7 0.1 -1.1 0.037
H -0.5478 0.8171 0.9043 -0.5 -1.0 0.3 -0.053
H 5.0781 1.8278 0.6868 -1.0 -1.1 -0.1 -0.462
H -1.5763 2.2399 3.5997 0.0 0.0 0.1 0.210
H -1.0227 0.9864 7.5798 0.0 0.0 -0.2 0.405
H -1.7819 -1.1502 6.0863 0.1 0.2 -0.1 0.503
H -4.5562 -2.2552 6.1111 0.1 -0.9 -0.5 0.273
H 5.3252 0.6008 -1.4048 0.0 -0.1 0.1 0.401
H -5.1381 -0.6595 6.1173 -0.6 0.5 -0.4 0.298
H 2.9413 0.9721 -1.1129 -0.2 -0.2 -0.1 0.056
H 2.4573 -1.8217 -5.8248 -0.1 0.0 -0.1 0.179
H 5.2252 -0.9504 -0.5553 0.1 0.3 0.1 0.260
```
Positions in Å, forces in eV/Å.

HOMO level: -9.39 eV
gap between HOMO and LUMO: 0.04607 hartree
calculated total energy: -78163.9896 eV
maximum force: 11.71 eV/A
lowest unoccupied orbital energy: -0.299 Ha
net charge: +1